Record 1
Entry from OMol25: C32H26AsNO2SSrTe as an isolated structure in a non-equilibrium geometry (ωB97M-V/def2-TZVPD).

Results
Energy above the lowest of the compared OMol25 structures with the same formula, charge and spin: 167.9 kJ/mol
DFT total energy: -118995.678 eV
HOMO level: -7.3 eV
HOMO-LUMO gap: 6.865 eV

Atoms and positions in Å:
H -0.15676 4.32049 -5.50870
H -1.11779 -5.36977 -0.79801
H -4.46623 5.98226 1.10715
H 3.60630 -2.77014 -1.54938
C -0.70529 5.51316 1.85765
C -0.75763 5.05294 -3.57877
C -0.68782 -4.45035 -1.18579
As -0.45267 3.13110 0.15690
C 0.24514 -1.02059 3.49628
H 0.88762 2.19849 2.60778
C 0.32682 2.63243 -2.58753
C 1.61433 -3.53096 -1.36987
H -0.81133 -0.44517 5.94435
C -0.79342 0.03016 3.87225
H -1.34296 -4.01756 -1.93935
C -0.19107 4.12456 -4.44430
C 1.22709 -5.73740 -2.22569
H 1.73363 -1.73647 -0.14493
C 3.42069 -4.75697 -2.35745
H -2.55902 1.28884 6.46061
H 4.46256 -4.82513 -2.64028
H 0.56106 -6.57332 -2.40425
C -2.76971 6.70249 2.21130
N -1.28942 0.75790 2.86081
H 4.39846 4.60213 0.09111
C 2.56226 -5.81826 -2.59788
H 3.17916 2.34426 3.52097
C -1.23669 0.18746 5.17798
H 2.93503 -6.71928 -3.06701
H 2.10967 4.44277 -0.82983
C 2.94731 2.81874 2.57617
C 2.34463 4.00267 0.13237
H 4.93594 3.55371 2.26542
H 0.62541 -1.66041 -1.54735
C -2.24945 1.64485 3.12469
C -1.34857 4.66081 0.96676
C -3.41322 5.85281 1.32262
C -0.25914 3.57987 -1.72581
C -2.70789 4.82885 0.70737
C 2.94528 -3.60581 -1.74255
C 1.65838 2.73684 2.06526
C 1.02297 -2.30283 -0.74595
C -0.78567 4.77171 -2.22409
H -1.21639 5.48535 -1.53170
C 0.73967 -4.59322 -1.61042
C -2.73365 1.87750 4.39993
H -0.91371 7.19098 3.17057
C -2.20820 1.13342 5.44857
H -3.49932 2.62335 4.56160
H -3.32090 7.49797 2.69523
O 0.38653 -1.98268 4.23725
C 3.93043 3.49397 1.86959
O 0.81473 -0.78620 2.37919
H -3.20490 4.15388 0.01664
C 3.62883 4.08438 0.64869
Sr -0.06448 -0.11702 0.23690
C 0.34352 2.94849 -3.95439
S 1.14609 1.13880 -2.09980
C 1.35427 3.33197 0.84334
H 0.35050 5.38260 2.06112
H -2.62270 2.20652 2.27369
H 0.79990 2.23749 -4.63093
Te -0.60613 -3.03445 0.49308
C -1.41904 6.52944 2.47870
H -1.16674 5.98201 -3.95307

---

Record 2
Entry from OMol25: C6H24KN12O6 as an isolated structure in a non-equilibrium geometry (ωB97M-V/def2-TZVPD).

Results
Energy above the lowest of the compared OMol25 structures with the same formula, charge and spin: 41.8 kJ/mol
DFT total energy: -53106.540 eV
HOMO level: -11.3 eV
Charge: +1
HOMO-LUMO gap: 8.812 eV

Atoms and positions in Å:
N 1.04129 3.20926 0.03727
H -2.42261 0.96953 -1.79593
C -0.25339 3.15429 0.40138
N -4.47278 -1.20364 0.48250
H 0.09240 4.23777 2.08540
O -1.06782 2.47623 -0.23869
H 1.40126 -3.47900 1.54049
H -3.12033 2.66152 -0.45386
H 0.25108 -1.09137 4.27957
H 4.17058 2.73507 -1.18084
H 3.35965 -1.12361 2.78795
C -4.27025 1.84089 -1.96345
N -3.88761 -3.10320 -0.70150
N 1.19540 -1.07933 3.94035
N 1.10876 -3.04619 0.68521
N 2.72384 -0.49682 2.33141
O -5.32097 1.92874 -2.56133
N 3.12705 -3.59800 -0.21107
O 2.82612 0.76048 -0.36535
O 0.53202 0.16908 2.19048
H 4.59591 2.02350 -2.68255
H 3.42410 -3.79525 0.72640
H 4.21591 -0.20040 -3.03256
C 3.54289 0.79309 -1.36766
O 1.59389 -2.31722 -1.38304
N -4.06025 2.39426 -0.71913
H -1.45611 3.38673 1.97580
N 3.75377 -0.30204 -2.14610
N -3.18139 1.15119 -2.42734
C 1.92249 -3.00223 -0.41229
N -0.62726 3.77292 1.56390
H 0.17650 -2.70231 0.56472
H 1.74419 3.71418 0.54289
H 2.94805 -0.02298 1.46769
C 1.43386 -0.44561 2.75679
C -3.57534 -1.82349 -0.32354
H 3.09024 -1.05437 -1.99799
H -5.17428 -1.70145 0.99813
H -3.29308 0.51914 -3.19803
H -4.75268 3.06879 -0.43767
N 4.21360 1.91682 -1.76004
H 1.85119 -1.70389 4.37428
K 0.10978 -0.13930 -0.71757
H -4.22506 -0.26911 0.76210
H -3.13223 -3.51761 -1.22301
H 3.83391 -3.56855 -0.92354
H -4.82007 -3.34309 -0.99210
O -2.49476 -1.30755 -0.60982
H 1.32851 2.55410 -0.66871

---

Record 3
Entry from OMol25: C14H8F6N2OPRuS as an isolated structure (ωB97M-V/def2-TZVPD).

Results
Energy above the lowest of the compared OMol25 structures with the same formula, charge and spin: 488.1 kJ/mol
2S+1: 6
DFT total energy: -58662.964 eV
HOMO level (spin up / spin down): -15.9 / -15.5 eV
Charge: +2
⟨S²⟩: 8.84
HOMO-LUMO gap (spin up / spin down): 5.850 / 5.385 eV

Atoms and positions in Å:
N 0.98421 0.38622 3.03576
F 0.45812 3.21159 -1.96963
C 0.34821 -0.77638 7.23035
F -1.47048 2.20596 0.39455
N 0.51042 0.39700 10.48211
C 1.26532 -1.18749 4.95456
C -0.46003 0.39256 2.56785
C -1.11904 -0.13884 5.24951
Ru 0.16017 1.63424 1.03032
F 0.36214 5.43597 -2.32038
C 0.00567 -1.04303 5.80282
H 0.42649 2.96295 5.63449
F 1.08182 3.37688 0.17260
F -0.40688 4.99621 -0.24067
C -1.77951 -0.84572 4.09192
C -0.06011 1.30540 3.55402
C 0.37591 0.39275 9.34283
C 0.05303 1.98790 5.92446
C 1.65751 -0.62618 3.81809
H -0.42207 -2.05846 5.82355
C -0.40562 1.15107 4.94781
H 0.76654 -1.61252 7.78499
H -1.85343 0.00118 6.04787
O 1.74233 0.92935 2.00610
C 0.18247 0.39625 7.91558
C 0.12480 1.67317 7.28728
P 0.69623 4.48340 -1.15878
H 2.58783 -0.89563 3.33680
C -1.44448 -0.68257 2.78169
S -2.08529 -1.57404 1.49120
H -2.51048 -1.60308 4.35483
H 0.35242 2.50327 7.95101
F 2.11298 4.98762 -0.95974
H 1.96896 -1.91791 5.33952

---

Record 4
Entry from OMol25: a 14-piece molecular cluster, C20H65ClN27O14S overall in a non-equilibrium geometry (ωB97M-V/def2-TZVPD).

Results
DFT total energy: -114059.179 eV
HOMO level: -10.4 eV
Charge: +1
HOMO-LUMO gap: 8.183 eV

Atoms and positions in Å:
O -3.88272 0.38838 -4.73808
N 0.60127 9.21907 5.52226
O 4.54428 -6.54125 -0.78526
H -4.02654 -6.27371 -5.73562
N -1.82454 7.67914 3.99147
N -3.57450 7.80463 5.51198
H -3.34896 -1.62784 -6.17714
H -0.50780 -3.60708 -7.91203
H -3.95074 3.27986 7.06606
N 2.84675 8.61700 5.40771
N -4.10894 0.66412 5.21304
C 4.21723 -1.21135 1.15066
O 1.29720 7.17991 6.24205
H -1.21734 -1.08991 -0.12997
O -1.06394 -1.77664 2.95983
H 1.22056 -6.01547 -0.78774
C -0.91919 -0.04554 -2.73773
H -2.89109 6.16098 9.70058
H -0.17632 -3.05437 -2.40551
N 0.06575 -5.79696 -5.63406
O -4.57379 5.48328 8.00030
H -0.41226 -0.35578 -1.86789
H -3.75209 -9.87205 -5.69315
O -2.40325 9.66017 4.91966
O 5.68065 7.30976 5.40324
H 7.90430 5.33482 4.28339
H 1.28826 -1.41298 -2.72816
N -1.29129 -6.96472 -2.58687
H 0.78274 10.11438 5.11502
H 0.70880 0.58305 -3.86053
H 3.33614 0.61256 0.80141
S -1.55984 1.59803 -2.46873
H 5.72373 4.39620 4.13021
H -1.09918 8.15105 3.49331
O -0.57235 4.50340 1.18376
H -4.87275 -8.57790 -5.90445
N 5.36210 5.23552 4.53592
N -3.12948 -6.68904 -5.57692
H -4.13238 -0.33274 5.12694
H -0.77798 1.99605 -1.48939
H 4.37723 5.31446 4.69420
C -0.47715 -6.11301 -1.90447
H -2.70698 -0.44925 -3.59356
N -1.37995 -1.00613 0.84728
H -0.48345 -0.27700 -4.76808
C 0.05000 -0.22877 -3.85442
H -2.10270 -6.56551 -3.01741
O 4.24222 -1.14750 2.36423
H -0.34337 8.99781 5.77348
C -1.70196 -2.24103 -3.56345
H -3.62545 -0.84131 -7.68114
H 6.77905 -7.54095 -0.36240
O -1.74070 -8.41957 -5.31378
C 1.71708 -1.86806 -4.73960
N -3.93882 -8.89020 -5.72724
H -3.73041 6.81744 5.45974
N 0.25771 5.68815 2.93267
H 3.09093 9.49979 5.00660
N 0.63698 -6.61924 -1.33425
H 3.58151 7.94749 5.57204
N 3.68786 -0.22602 0.35471
H 8.08685 6.91419 4.95112
N -0.05856 -4.36330 -7.43743
H 4.72025 -2.31147 -0.54927
N -1.46364 4.14736 3.22990
H 6.13033 -5.90780 -3.46547
C -3.60341 4.82644 8.34060
H -2.04980 -0.27671 4.10685
H -1.17327 1.20766 4.00166
N -3.33455 3.60159 7.78339
H 0.84336 -6.26876 -6.05401
H -4.12835 8.34082 6.14763
H 7.47342 -7.11201 -1.88220
C 6.14805 6.29950 4.90635
C 1.56728 8.27420 5.75761
O 3.00058 -3.82310 -4.81131
N -0.03903 -2.87694 1.26887
O -3.05641 2.65049 4.94685
N 4.74330 -2.27434 0.44700
C -0.58463 4.76767 2.38751
H -1.91900 -0.23657 1.19391
H -2.06529 3.47069 2.80985
H 2.11286 -0.94652 -5.06786
H -4.54517 2.23564 -6.21002
H 4.51169 -5.51404 -3.02373
N -2.01089 0.71856 4.25651
H -2.54980 3.03498 8.03451
H 5.17195 -3.01985 0.95667
H -2.30080 -2.97842 -3.11386
H -2.57962 -1.03784 -2.09006
O -1.54794 -4.18444 -5.71792
C -2.61112 8.45915 4.80789
N -3.58703 -0.79894 -6.68161
H -1.91156 4.74807 9.57876
N -2.07854 -0.93475 -2.95255
H 0.87915 -7.58938 -1.37736
H -0.14142 -3.40686 -4.05289
H 0.15700 -3.01671 0.29479
H -1.93273 6.69419 3.89200
C 0.74482 -1.53816 -3.62431
C -2.88510 -8.04138 -5.53220
H 0.91371 6.12677 2.31826
C -0.84252 -1.89597 1.76972
H 3.69802 -0.27903 -0.64465
H -1.98264 -2.23042 -4.56876
H -2.32807 -6.09457 -5.44076
C 5.48675 -6.53608 -1.56313
H -4.34594 1.39948 -7.70621
C -3.04507 1.42807 4.80122
H 0.28164 5.91825 3.91115
H -0.26764 -6.14142 -4.75015
H -4.89084 1.13542 5.62037
C 2.84916 -2.73595 -4.40930
N 7.49538 6.15355 4.68602
H 0.72037 -4.81687 -7.87365
N -2.71779 5.26553 9.29220
Cl 4.04988 -2.06197 -3.32019
O -0.80193 -4.92059 -1.85152
N 6.69011 -7.10765 -1.25954
H -1.56237 4.30183 4.21725
C -0.57387 -4.74773 -6.22536
C -3.91118 0.32940 -5.97252
H 0.36508 -3.51056 1.93056
N 5.38556 -5.94481 -2.79771
H -1.13357 -7.94956 -2.69841
C -0.30219 -2.63510 -3.35705
H 1.23109 -2.34312 -5.54231
N -4.29448 1.40262 -6.70635

---

> Among the records above, which one has the lowest DFT total energy?

C32H26AsNO2SSrTe

---

> DFT total energy of number 2 (C6H24KN12O6)?

-53106.540 eV

---

> DFT total energy of number 2 (C6H24KN12O6)?

-53106.540 eV